55
Properties=species:S:1:pos:R:3:forces:R:3 method="wB97M-V/def2-TZVPD" mol_weight_g_mol=934.44 multiplicity=2 gap_ev="6.26 / 6.26" de_lowest_ev=4.625 s_squared=0.760 fmax_ev_per_a=1.060
Pt -0.866 0.427 0.835 -0.184 0.918 0.497
S -4.673 0.920 4.869 -0.166 -0.102 0.152
Sb -3.465 1.975 3.377 0.152 0.350 -0.176
S -1.454 0.341 3.313 0.266 -0.265 -0.079
S -2.808 -0.127 1.842 -0.311 -0.450 -0.100
S -1.498 0.938 -1.312 0.001 -0.026 -0.055
C -0.555 -0.300 -2.118 -0.266 -0.193 -0.173
N -0.397 -0.466 -3.391 0.326 0.353 -0.041
N -0.690 0.512 -4.249 -0.433 -0.178 -0.146
C -0.553 1.912 -4.151 0.022 -0.202 0.048
C -1.164 2.668 -5.151 -0.041 0.108 0.067
C -1.035 4.044 -5.153 0.051 -0.022 0.033
C -0.276 4.676 -4.174 -0.006 -0.033 -0.005
C 0.369 3.915 -3.214 0.000 0.030 0.051
C 0.234 2.532 -3.188 0.149 0.084 -0.115
N -0.064 -1.409 -1.409 -0.363 -0.053 0.453
N -0.241 -1.383 -0.184 0.636 -0.018 -0.421
C 0.354 -2.492 0.597 -0.091 0.069 0.054
C -0.637 -3.062 2.411 -0.128 -0.004 0.174
C -0.074 -4.418 2.886 -0.047 -0.049 -0.024
C 1.479 -4.973 1.430 -0.006 0.038 -0.027
C 2.169 -4.115 0.429 -0.019 -0.053 -0.007
C 1.646 -2.966 0.026 -0.014 0.047 -0.142
H -0.875 0.162 -5.176 0.301 -0.018 0.069
H -1.737 2.172 -5.924 -0.068 -0.023 0.016
H -1.523 4.623 -5.925 -0.014 0.025 -0.023
H -0.176 5.752 -4.168 0.015 0.030 -0.025
H 0.997 4.400 -2.476 -0.019 -0.023 0.032
H 0.772 1.951 -2.454 -0.003 0.011 -0.013
H -1.487 -2.661 2.962 0.044 0.034 -0.007
H -0.605 -4.917 3.691 0.015 0.009 0.014
H 1.847 -5.996 1.389 -0.008 0.019 0.045
H 3.125 -4.438 0.038 0.045 -0.010 -0.018
H 2.140 -2.337 -0.701 0.027 0.019 -0.027
Br 2.137 -5.793 4.168 0.027 -0.054 0.020
C 1.469 -4.448 2.931 0.030 0.062 -0.014
C -0.072 -4.915 1.416 0.002 -0.035 0.045
C -0.691 -3.573 0.960 -0.136 -0.055 -0.146
N 0.361 -2.047 2.016 0.068 -0.184 0.040
C 1.593 -2.021 2.720 0.081 0.045 0.018
C 2.132 -3.137 3.195 -0.047 0.019 0.047
H -0.582 -5.818 1.097 0.005 0.014 -0.036
H -1.592 -3.599 0.355 -0.003 -0.037 -0.014
H 2.067 -1.052 2.825 0.015 0.017 0.019
H 3.065 -3.115 3.739 0.014 0.003 0.034
N -0.962 5.305 1.256 -0.131 0.084 0.033
C -0.609 4.004 1.150 -0.080 -0.100 0.016
O -1.447 3.104 1.355 0.125 -0.028 -0.014
C 0.766 3.727 0.797 -0.070 -0.128 0.070
C 1.702 4.741 0.519 -0.102 -0.131 -0.124
N 2.411 5.618 0.276 0.109 0.155 0.003
C 1.057 2.380 0.674 0.125 -0.075 -0.122
N 1.180 1.222 0.585 -0.004 -0.008 0.073
H -1.935 5.518 1.399 0.085 -0.020 -0.040
H -0.329 6.039 0.991 0.021 0.030 0.008